Entry 1:
ORCA calculation (ωB97M-V/def2-TZVPD) on 2 unconnected molecules or ions with the total composition C18H21N2 at a distorted geometry.

Results
- Relative energy (zero: lowest compared OMol25 entry of this formula, charge and spin): 27.52 kcal/mol
- Net charge: +1
- Lowest unoccupied orbital energy: -5.1 eV
- Multiplicity: 1
- DFT total energy: -21979.913 eV

Last column: Mulliken charge in e.
Atoms and positions in Å:
C1 -2.1140 0.4694 -1.7374  -0.784
C2 -0.9351 1.0717 -1.1071  0.190
C3 0.3997 0.8376 -1.4930  0.937
C4 1.3332 1.9186 -1.7228  0.690
C5 0.9107 3.3546 -1.8327  -1.540
C6 2.6733 1.6311 -1.9285  -0.882
C7 3.1581 0.3211 -1.9595  0.508
C8 4.6252 0.0766 -2.0945  -1.492
C9 2.2407 -0.7262 -1.8568  -0.971
C10 0.8858 -0.5041 -1.6569  1.136
C11 -0.0141 -1.6883 -1.5701  -1.271
H1 -3.0058 1.1094 -1.6656  0.348
H2 -1.9461 0.1828 -2.7881  0.349
H3 -2.3330 -0.4288 -1.1442  -0.149
H4 -1.1231 1.8672 -0.3836  0.398
H5 1.8203 3.9680 -1.8860  0.377
H6 0.3400 3.5479 -2.7547  0.348
H7 0.3196 3.6891 -0.9732  0.345
H8 3.3745 2.4577 -2.0577  0.379
H9 4.8284 -0.9955 -2.1339  0.356
H10 5.0128 0.5402 -3.0091  0.366
H11 5.1756 0.5094 -1.2490  0.350
H12 2.5938 -1.7562 -1.9101  0.305
H13 0.5968 -2.5970 -1.4878  0.409
H14 -0.6319 -1.6294 -0.6696  0.043
H15 -0.6688 -1.7925 -2.4486  0.331
C12 -0.4925 -0.0786 4.3723  -0.695
C13 -0.5440 0.1278 2.9861  -0.463
C14 -1.4921 -0.5806 2.2452  0.208
C15 -2.3537 -1.4772 2.9192  0.597
C16 -2.3193 -1.6904 4.2851  -0.950
C17 -1.3686 -0.9643 5.0229  -0.388
N1 -3.1619 -2.0178 1.9233  -0.032
C18 -2.8010 -1.4651 0.7345  -0.360
N2 -1.7891 -0.6047 0.8968  -0.155
H16 0.2402 0.4558 4.9721  0.382
H17 0.1077 0.8099 2.4468  0.440
H18 -3.0161 -2.4004 4.7336  0.367
H19 -1.3097 -1.0897 6.1047  0.383
H20 -3.8781 -2.7239 2.0494  0.227
H21 -3.3385 -1.7350 -0.1716  0.366

=====

Entry 2:
ORCA calculation (ωB97M-V/def2-TZVPD) on a molecular structure, C23H17Br2NaO2 at a distorted geometry.

Results
- Relative energy (zero: lowest compared OMol25 entry of this formula, charge and spin): 1.44 kcal/mol
- Lowest unoccupied orbital energy: -1.4 eV
- Multiplicity: 1
- DFT total energy: -172720.425 eV

Last column: Mulliken charge in e.
Atoms and positions in Å:
C1 -0.3115 -3.3856 6.7306  -0.826
O1 0.8573 -2.7221 6.2003  -0.434
C2 0.6813 -1.6250 5.4127  0.752
C3 -0.5763 -1.0229 5.1768  -0.509
C4 -0.6757 -0.0091 4.2462  -0.896
C5 0.4575 0.4817 3.5461  0.148
C6 0.3673 1.5788 2.6156  -0.365
C7 -0.6901 1.7273 1.7088  0.696
C8 -0.8738 2.9674 1.0001  -0.633
C9 -1.8107 3.1154 0.0223  -0.168
Br1 -1.9377 4.7209 -0.9609  -0.137
C10 -2.7877 2.0334 -0.3095  0.686
O2 -3.6775 2.1724 -1.1515  -0.632
C11 -2.6018 0.7793 0.4709  -0.489
Br2 -3.8249 -0.6253 0.1553  -0.160
C12 -1.5902 0.6436 1.3798  -0.467
C13 1.7114 -0.1416 3.8183  -0.716
C14 1.8404 -1.1119 4.7894  -0.446
H1 0.0940 -4.2375 7.2755  0.246
H2 -0.8620 -2.7206 7.4099  0.325
H3 -0.9786 -3.7313 5.9280  0.363
H4 -1.4615 -1.3742 5.7153  0.362
H5 -1.6536 0.4417 4.0600  0.590
H6 1.0556 2.4283 2.7310  0.243
H7 -0.2228 3.8113 1.2266  0.456
H8 -1.4783 -0.3204 1.8713  0.600
H9 2.5721 0.1070 3.1863  0.674
H10 2.7984 -1.5808 5.0214  0.478
C15 2.9804 4.3403 0.3058  -1.310
Na1 2.5313 2.0014 5.0098  0.845
C16 2.2992 3.1255 0.0408  -0.501
C17 2.6519 2.1809 1.0376  -1.012
C18 3.5978 2.8000 1.9230  0.993
C19 3.7605 4.1808 1.4962  0.260
C20 4.5308 5.0532 2.2793  -0.427
C21 5.0777 4.5858 3.4766  -0.688
C22 4.9688 3.2369 3.8564  -0.251
C23 4.3248 2.3158 3.0211  -0.984
H11 2.9290 5.2581 -0.2698  0.423
H12 1.6045 2.9575 -0.7771  0.548
H13 2.3942 1.1240 1.0585  0.567
H14 4.6743 6.0792 1.9353  0.382
H15 5.6341 5.2744 4.1141  0.367
H16 5.4737 2.8909 4.7652  0.512
H17 4.4524 1.2319 3.1531  0.534

=====

Entry 3:
ORCA calculation (ωB97M-V/def2-TZVPD) on 12 unconnected molecules or ions with the total composition C10H40F3O14S at a distorted geometry.

Results
- Relative energy (zero: lowest compared OMol25 entry of this formula, charge and spin): 17.85 kcal/mol
- Net charge: -1
- Lowest unoccupied orbital energy: 2.2 eV
- Multiplicity: 1
- DFT total energy: -58674.556 eV

Last column: Mulliken charge in e.
Atoms and positions in Å:
C1 -0.0038 0.0628 -0.9898  0.584
F1 -1.1745 0.7710 -0.8989  -0.317
F2 -0.3330 -1.1039 -1.5312  -0.237
F3 0.7944 0.8075 -1.7362  -0.101
S1 0.6504 -0.1494 0.7583  0.860
O1 1.0483 1.1682 1.1923  -0.540
O2 -0.4664 -0.6906 1.5438  -0.619
O3 1.7381 -1.1357 0.6999  -0.637
O4 0.9134 2.1425 3.8376  -0.685
H1 0.7354 2.0970 2.8849  0.335
H2 1.5942 1.4792 3.9826  0.325
O5 -3.2077 -0.3158 -2.5600  -0.672
H3 -2.5224 0.1334 -2.0438  0.366
H4 -2.8732 -1.2092 -2.6801  0.320
O6 3.5315 -3.5528 0.2515  -0.658
H5 3.0365 -2.7601 0.4990  0.414
H6 2.9193 -4.2750 0.4228  0.301
O7 2.2184 3.3141 0.0969  -0.681
H7 1.4634 2.7324 0.3190  0.402
H8 2.9313 2.9975 0.6574  0.267
O8 0.8680 -2.1306 -4.3717  -0.619
H9 1.1361 -2.2955 -3.4604  0.322
H10 -0.0749 -2.3249 -4.3863  0.295
O9 -2.4562 -0.1176 3.3336  -0.672
H11 -1.7725 -0.0721 2.6328  0.410
H12 -3.2671 0.1710 2.9040  0.280
O10 1.1130 -3.0591 2.5857  -0.692
H13 0.5981 -2.5940 3.2516  0.352
H14 1.2627 -2.3898 1.8791  0.381
O11 1.9461 3.9357 -2.8402  -0.653
H15 1.0745 4.1051 -3.2115  0.298
H16 1.7749 3.4522 -2.0170  0.336
C2 3.3149 -0.5322 -2.7777  -0.651
C3 4.7782 -0.3070 -2.5730  0.418
C4 5.4565 -1.0023 -1.3993  -1.145
O12 5.4963 -0.5740 -3.7859  -0.591
H17 2.7477 -0.6302 -1.8494  -0.182
H18 3.0771 -1.4911 -3.2515  0.368
H19 2.8766 0.2426 -3.4036  0.281
H20 4.9541 0.7613 -2.4155  0.231
H21 4.7724 -0.9640 -0.5535  0.194
H22 6.4633 -0.5964 -1.2886  0.355
H23 5.7338 -2.0340 -1.6433  0.287
H24 5.2955 -1.4483 -4.1310  0.344
C5 -1.4698 3.6356 1.5856  -0.706
C6 -1.6171 4.4539 0.3107  0.461
C7 -2.9637 4.1971 -0.3967  -1.180
O13 -1.6101 5.8541 0.6179  -0.613
H25 -1.5637 2.5911 1.2599  -0.032
H26 -2.2380 3.8108 2.3367  0.440
H27 -0.4552 3.6895 1.9766  0.196
H28 -0.7351 4.3573 -0.3260  0.112
H29 -3.1665 4.9860 -1.1154  0.385
H30 -3.7606 4.2493 0.3519  0.302
H31 -2.9579 3.1715 -0.7731  0.234
H32 -2.3344 6.0414 1.2240  0.344
C8 -2.8032 -2.9997 1.0531  -1.091
C9 -3.6442 -3.3137 2.2630  0.482
C10 -5.1221 -3.5290 1.9090  -1.331
O14 -3.2604 -4.6287 2.7816  -0.600
H33 -3.0130 -2.0147 0.6320  0.277
H34 -2.8520 -3.7784 0.2912  0.435
H35 -1.7737 -2.9032 1.4097  0.278
H36 -3.5944 -2.6349 3.1126  0.346
H37 -5.1658 -4.1104 0.9870  0.269
H38 -5.5373 -2.5162 1.8258  0.324
H39 -5.6558 -4.0819 2.6771  0.376
H40 -2.8687 -5.1451 2.0718  0.318

=====

Entry 4:
ORCA calculation (ωB97M-V/def2-TZVPD) on 8 unconnected molecules or ions with the total composition C45H113N7O15 at a distorted geometry.

Results
- Structure (SMILES): COCCNCCOC.COCCNCCOC.COCCNCCOC.COCCNCCOC.COCCNCCOC.COCCNCCOC.COCCNCCOC.CC(C)O
- Relative energy (zero: lowest compared OMol25 entry of this formula, charge and spin): 169.55 kcal/mol
- Lowest unoccupied orbital energy: 0.6 eV
- Multiplicity: 1
- DFT total energy: -89624.374 eV

Last column: Mulliken charge in e.
Atoms and positions in Å:
C1 -0.3155 -1.5856 -2.4448  -0.103
O1 -0.3790 -2.6248 -3.3512  -0.393
C2 -0.7700 -2.2109 -4.5956  0.165
C3 -0.6375 -3.4022 -5.5072  -0.696
N1 -1.7606 -3.4871 -6.4710  -0.066
C4 -1.5782 -4.7130 -7.2628  -0.781
C5 -2.3483 -4.5951 -8.6381  -0.452
O2 -2.4289 -5.8859 -9.3716  -0.359
C6 -3.5548 -6.1053 -10.1861  -0.702
H1 0.2856 -0.7887 -2.8826  0.115
H2 0.2409 -1.8842 -1.5564  -0.156
H3 -1.2606 -1.0830 -2.2393  0.365
H4 0.1071 -1.6408 -4.9016  0.195
H5 -1.6557 -1.5920 -4.7396  -0.250
H6 -0.7132 -4.2596 -4.8383  0.336
H7 0.3750 -3.4647 -5.9060  0.381
H8 -2.6906 -3.1995 -6.2017  0.221
H9 -2.0009 -5.6104 -6.8109  0.289
H10 -0.5478 -5.0101 -7.4580  0.384
H11 -1.8938 -3.9162 -9.3597  0.314
H12 -3.3230 -4.3676 -8.2065  0.332
H13 -3.7099 -5.2185 -10.8006  0.285
H14 -4.4308 -6.2714 -9.5590  0.278
H15 -3.4819 -6.8681 -10.9613  0.276
C7 -0.5623 2.4679 -1.4706  -0.873
O3 -1.3463 2.8272 -2.6045  0.311
C8 -1.5401 4.1999 -2.7822  -1.133
C9 -1.4455 4.3737 -4.2898  0.269
N2 -0.0784 4.8099 -4.7124  -0.313
C10 -0.2019 5.4739 -6.0667  -0.415
C11 1.2497 5.8701 -6.5059  -0.662
O4 2.2515 4.8602 -6.3083  -0.250
C12 3.2864 5.1685 -7.2778  -0.836
H16 0.3962 2.9859 -1.5008  0.258
H17 -0.2700 1.4281 -1.6173  -0.223
H18 -0.9995 2.6276 -0.4850  0.562
H19 -0.8036 4.9511 -2.4971  0.380
H20 -2.5627 4.4725 -2.5211  0.478
H21 -2.2588 5.0800 -4.4569  0.422
H22 -1.6224 3.4582 -4.8542  -0.388
H23 0.3875 3.9179 -4.7971  0.222
H24 -0.8194 6.3683 -5.9849  0.365
H25 -0.6422 4.7998 -6.8015  0.117
H26 1.5261 6.8052 -6.0187  0.331
H27 1.2535 6.2044 -7.5433  0.465
H28 4.0627 4.4274 -7.0873  0.217
H29 3.7941 6.1241 -7.1474  0.308
H30 2.8446 4.9772 -8.2557  0.380
C13 4.8453 -1.2192 2.9539  -0.532
O5 5.4771 -1.5480 4.2154  -0.393
C14 6.7981 -1.8609 4.1372  -0.815
C15 7.3310 -3.1842 3.4903  -0.512
N3 8.7400 -3.2576 3.7668  -0.359
C16 9.3287 -4.5289 3.3224  -0.568
C17 9.2423 -5.5711 4.5113  -0.467
O6 8.7105 -6.8714 4.0002  -0.318
C18 8.7278 -7.9505 4.9059  -0.751
H31 5.4029 -0.4819 2.3763  0.405
H32 3.8472 -0.8405 3.1741  0.092
H33 4.6647 -2.0591 2.2831  0.261
H34 7.0852 -1.8868 5.1884  0.347
H35 7.2597 -0.9276 3.8145  0.443
H36 7.0886 -3.2402 2.4291  0.424
H37 6.7854 -3.9406 4.0545  0.264
H38 9.1437 -2.5139 3.2155  0.244
H39 10.3974 -4.4896 3.1115  0.407
H40 8.7836 -4.9064 2.4572  0.288
H41 8.5557 -5.3262 5.3218  0.354
H42 10.2510 -5.7060 4.9017  0.343
H43 7.9717 -7.7701 5.6700  0.302
H44 9.6715 -8.1617 5.4087  0.292
H45 8.3544 -8.8733 4.4621  0.268
C19 -0.6450 -0.6737 7.1476  -0.503
O7 -1.8666 -0.1452 7.8124  -0.342
C20 -2.0155 -0.4944 9.2230  -0.436
C21 -3.4431 -1.0342 9.4064  -0.900
N4 -4.4874 -0.2025 8.7502  -0.368
C22 -4.5698 1.1922 9.2457  0.005
C23 -5.9942 1.6328 9.4508  -0.640
O8 -5.9156 2.9855 9.8965  -0.316
C24 -7.1786 3.4430 10.4233  -0.779
H46 -0.7900 -0.5135 6.0793  -0.144
H47 -0.4088 -1.7061 7.4054  0.409
H48 0.1661 -0.0181 7.4643  0.326
H49 -1.8780 0.4032 9.8258  0.247
H50 -1.2653 -1.2349 9.5003  0.488
H51 -3.5766 -1.0422 10.4882  0.438
H52 -3.4849 -2.0100 8.9225  0.368
H53 -3.9871 -0.1074 7.8779  0.227
H54 -4.0610 1.8123 8.5077  0.051
H55 -4.0471 1.2721 10.1988  0.374
H56 -6.4948 1.0082 10.1907  0.365
H57 -6.5777 1.5312 8.5358  0.209
H58 -6.9395 4.3804 10.9255  0.272
H59 -7.5659 2.8023 11.2155  0.329
H60 -7.9354 3.7442 9.6990  0.274
C25 1.8631 -4.3619 -1.6903  -0.972
O9 2.5789 -3.2197 -1.1667  -0.188
C26 3.6726 -2.8316 -1.9344  -0.188
C27 4.3222 -1.6846 -1.2632  -0.826
N5 3.4673 -0.5227 -1.2037  0.380
C28 3.0989 0.2132 -2.3861  0.370
C29 4.1262 1.2972 -2.7051  -0.711
O10 4.0743 2.2164 -1.7025  -0.416
C30 3.1358 3.1811 -1.8700  0.053
H61 1.5767 -4.3460 -2.7419  0.309
H62 1.0145 -4.6229 -1.0579  0.292
H63 2.4502 -5.2762 -1.6033  0.403
H64 3.2853 -2.6036 -2.9275  0.200
H65 4.2922 -3.7278 -1.9041  0.451
H66 5.1851 -1.3955 -1.8631  0.298
H67 4.6825 -1.9135 -0.2602  0.088
H68 2.9397 -0.3867 -0.3533  0.103
H69 2.1072 0.6206 -2.1893  -0.669
H70 2.9879 -0.5914 -3.1129  0.317
H71 3.9423 1.7638 -3.6729  0.377
H72 5.1590 0.9520 -2.6574  0.347
H73 2.8142 3.2973 -0.8350  -0.096
H74 2.3988 2.8647 -2.6082  0.008
H75 3.5779 4.0790 -2.3018  0.310
C31 -0.9133 0.7214 -7.8053  -0.643
O11 -1.6861 1.8596 -7.3241  -0.121
C32 -3.0226 1.7958 -7.7647  -0.884
C33 -3.8754 0.8239 -6.8467  -0.287
N6 -3.5412 1.3760 -5.5077  -0.047
C34 -4.0508 0.5131 -4.4505  -0.797
C35 -3.6074 1.0340 -3.0285  0.430
O12 -4.1484 0.2636 -1.9613  -0.540
C36 -3.7842 0.6555 -0.5982  -0.204
H76 -0.7463 0.7454 -8.8822  0.314
H77 -1.2876 -0.2800 -7.5931  0.167
H78 0.0378 0.8939 -7.3016  0.207
H79 -3.2145 1.4287 -8.7729  0.486
H80 -3.4712 2.7872 -7.7019  0.306
H81 -3.4414 -0.1605 -7.0218  -0.020
H82 -4.9081 0.7929 -7.1942  0.469
H83 -2.6240 1.7849 -5.3998  -0.079
H84 -3.7706 -0.5225 -4.6433  0.180
H85 -5.1330 0.6208 -4.5242  0.374
H86 -4.0958 2.0056 -2.9534  0.335
H87 -2.5309 0.8956 -2.9278  -0.268
H88 -4.5756 0.1699 -0.0274  0.320
H89 -3.8243 1.7442 -0.6327  0.283
H90 -2.7607 0.3772 -0.3471  -0.177
C37 -6.3935 0.2671 5.3302  -0.959
O13 -5.2896 0.9840 5.7489  -0.089
C38 -4.5001 1.4452 4.6461  -0.768
C39 -3.1140 2.0530 5.2202  -0.603
N7 -2.3400 2.6269 4.1744  -0.120
C40 -1.2371 3.2474 4.8025  -0.367
C41 -0.4760 4.1495 3.8817  -0.967
O14 0.2393 3.4121 2.8445  -0.115
C42 1.0879 4.3665 2.0425  -0.723
H91 -6.1936 -0.5372 4.6222  0.370
H92 -7.1169 0.8803 4.7928  0.361
H93 -6.7899 -0.2638 6.1957  0.282
H94 -4.9661 2.2536 4.0826  0.302
H95 -4.1287 0.5928 4.0771  0.424
H96 -2.5968 1.3628 5.8867  0.151
H97 -3.5751 2.8284 5.8319  0.427
H98 -2.1149 1.9432 3.4659  0.137
H99 -0.5143 2.4661 5.0376  0.204
H100 -1.4498 3.7253 5.7588  0.570
H101 0.1054 4.9213 4.3860  0.429
H102 -1.2134 4.7564 3.3563  0.364
H103 1.6616 5.0393 2.6799  0.434
H104 0.4131 4.9465 1.4130  0.353
H105 1.8536 3.8809 1.4376  -0.072
C43 -1.0925 -1.4305 1.6192  -1.485
C44 -0.4957 -0.2558 2.2770  1.986
C45 1.0237 -0.1811 1.8994  -1.468
O15 -1.0409 0.9402 1.6921  -0.265
H106 -2.1652 -1.3638 1.4373  0.435
H107 -0.7968 -2.3513 2.1218  0.466
H108 -0.7348 -1.5960 0.6029  0.044
H109 -0.7003 -0.2681 3.3475  -0.462
H110 1.5231 -1.0315 2.3636  0.391
H111 1.5451 0.7345 2.1785  0.514
H112 1.1870 -0.2322 0.8229  -0.070
H113 -0.3091 1.5568 1.6155  -0.096

=====

Entry 5:
ORCA calculation (ωB97M-V/def2-TZVPD) on 2 unconnected molecules or ions with the total composition C4H10NO at a distorted geometry.

Results
- Relative energy (zero: lowest compared OMol25 entry of this formula, charge and spin): 106.57 kcal/mol
- Net charge: +1
- Lowest unoccupied orbital energy: -5.8 eV
- Multiplicity: 1
- DFT total energy: -7836.696 eV

Last column: Mulliken charge in e.
Atoms and positions in Å:
C1 0.8244 -1.1031 0.9965  -0.466
C2 0.0566 -1.0458 -0.2847  0.240
C3 0.7395 -1.1594 -1.5365  -1.584
C4 -1.0661 2.3162 1.7294  0.095
N1 0.2952 0.1521 0.5276  -0.384
O1 -1.5389 3.0093 0.8218  -0.304
H1 0.4748 -1.5549 1.9671  0.216
H2 1.8549 -1.2646 1.0378  0.257
H3 -0.9424 -1.2781 -0.3174  0.379
H4 0.3992 -2.0213 -2.0007  0.429
H5 1.8565 -1.3374 -1.5555  0.333
H6 0.6002 -0.4264 -2.2113  0.436
H7 -1.6359 1.4879 2.2973  0.284
H8 -0.1264 2.6499 1.9026  0.330
H9 0.9771 0.7908 0.1822  0.273
H10 -2.5582 3.1689 0.5975  0.467

=====

Entry 6:
ORCA calculation (ωB97M-V/def2-TZVPD) on a molecular structure, C6H11IrN5P at a distorted geometry.

Results
- Relative energy (zero: lowest compared OMol25 entry of this formula, charge and spin): 0.00 kcal/mol
- Net charge: +1
- Lowest unoccupied orbital energy (alpha / beta): -3.1 / -7.8 eV
- Multiplicity: 6
- DFT total energy: -25960.177 eV
- ⟨S²⟩: 8.78

Last column: Mulliken charge in e.
Atoms and positions in Å:
C1 0.5303 -0.0567 -3.3203  -0.273
C2 -0.5434 -0.9814 -3.3466  -0.240
C3 -0.2114 -2.1085 -2.5267  -0.172
C4 1.1670 -1.9810 -2.1395  -0.292
C5 1.6242 -0.7131 -2.5675  -0.235
Ir1 -0.3506 1.7274 0.8521  0.219
P1 -0.2966 3.1204 -0.6968  -0.003
H1 0.5183 0.9269 -3.7689  0.513
H2 -1.4978 -0.8282 -3.8451  0.411
H3 -0.8813 -2.9279 -2.2886  0.423
H4 2.6334 -0.3201 -2.4234  0.404
H5 1.7481 -2.6899 -1.5504  0.417
H6 -1.2249 4.1998 -0.5979  0.095
H7 -0.5253 2.6747 -2.0349  0.012
H8 0.9308 3.8581 -0.8493  0.100
N1 -0.5904 -2.0883 3.2160  -0.637
N2 -0.8455 -0.7329 3.2891  0.501
N3 -0.2410 -0.1771 4.3951  -0.614
C6 0.0642 1.0349 4.0005  -0.109
N4 -0.0718 1.1564 2.6138  -0.070
N5 -0.5134 0.0426 2.1327  -0.398
H9 -1.3176 -2.5410 2.6875  0.234
H10 -0.5509 -2.4377 4.1724  0.314
H11 0.4455 1.8427 4.5966  0.400